(1)
The following is a quantum chemistry calculation of C49H76B3F9Hg3N4O31PS as an isolated structure at a distorted geometry, from the OMol25 dataset.

Element x y z (Å)
Hg (9.7058, -6.2718, -10.3512)
Hg (14.3866, -9.7225, -11.1900)
Hg (15.3192, -10.4606, -3.6131)
O (14.0193, -7.7453, -9.9611)
C (14.0461, -6.5895, -9.4416)
O (15.1192, -6.1296, -8.6622)
B (14.7024, -4.8312, -7.9824)
O (13.3069, -4.5875, -8.3819)
C (12.9022, -5.5755, -9.1726)
O (11.7031, -5.8224, -9.5341)
O (15.6554, -3.7883, -8.2600)
C (16.3172, -3.4763, -7.2756)
O (17.1938, -2.5875, -7.2489)
C (15.7899, -4.2961, -6.0245)
O (14.8219, -4.9944, -6.4950)
O (16.2344, -4.3590, -4.8678)
O (9.4923, -6.2333, -7.9424)
C (9.9474, -6.3823, -6.8218)
O (11.2639, -6.3668, -6.4499)
B (11.3860, -6.6437, -4.9962)
O (10.0045, -6.3644, -4.5495)
C (9.1505, -6.4571, -5.5153)
O (7.9110, -6.6594, -5.3615)
O (12.3206, -5.6322, -4.3803)
C (13.3803, -6.2224, -3.9066)
O (14.4025, -5.7528, -3.3525)
C (13.2337, -7.7043, -4.2396)
O (11.9827, -7.9614, -4.7420)
O (14.0810, -8.5719, -4.0065)
O (12.5696, -10.4876, -10.0224)
C (11.9395, -10.4642, -8.9543)
O (11.8349, -11.4550, -8.1098)
B (11.2406, -10.8915, -6.8623)
O (10.4735, -9.7373, -7.3694)
C (11.0465, -9.2818, -8.4818)
O (10.6669, -8.3495, -9.1054)
O (12.3243, -10.5798, -5.9064)
C (12.0964, -11.1423, -4.7508)
O (12.7247, -11.1769, -3.7112)
C (10.7780, -12.0226, -4.8858)
O (10.4630, -11.9521, -6.1713)
O (10.1113, -12.6702, -4.0937)
P (15.6716, -9.9176, -7.4176)
F (16.9111, -10.7960, -7.8691)
F (16.5676, -8.6761, -7.9119)
F (15.2716, -9.9372, -9.0007)
F (14.3893, -8.9524, -7.3126)
F (14.7373, -11.2460, -7.3867)
F (16.1344, -9.8529, -5.7758)
C (9.8687, -10.5114, -12.3895)
F (10.6714, -11.4609, -11.9134)
F (9.4399, -11.0003, -13.5550)
F (8.8321, -10.2604, -11.6259)
S (11.0695, -8.9517, -12.6667)
O (10.5609, -7.9254, -11.7284)
O (12.4417, -9.3937, -12.2304)
O (10.9749, -8.6027, -14.0142)
C (10.9011, -15.7185, -5.1116)
C (11.6710, -16.3800, -6.2930)
C (10.7448, -17.3258, -7.0728)
C (11.3337, -17.8358, -8.5200)
C (11.6307, -16.5984, -9.2986)
C (12.5796, -15.5927, -8.5857)
N (11.9386, -15.2934, -7.2850)
O (12.4716, -14.1434, -6.6499)
C (14.0875, -16.0938, -8.3485)
C (12.6683, -14.3173, -9.5004)
C (12.9535, -17.1145, -5.7627)
H (10.7480, -16.2933, -4.1982)
H (9.9073, -15.3669, -5.3888)
H (11.4259, -14.8357, -4.7465)
H (10.5179, -18.1389, -6.3832)
H (9.8621, -16.6964, -7.1851)
H (10.7700, -18.5649, -9.1021)
H (12.3147, -18.2489, -8.2854)
H (10.6891, -16.1523, -9.6189)
H (12.1515, -17.0623, -10.1363)
H (14.7335, -15.5417, -7.6658)
H (14.0988, -17.1333, -8.0208)
H (14.7758, -15.9690, -9.1844)
H (13.4464, -13.6176, -9.1953)
H (13.0535, -14.6179, -10.4748)
H (11.7406, -13.7561, -9.6125)
H (13.0629, -18.0172, -6.3638)
H (12.8432, -17.5752, -4.7810)
H (13.7728, -16.3956, -5.7596)
H (11.8442, -13.4196, -6.5878)
C (5.3163, -10.0491, -7.6562)
C (5.5566, -11.6123, -7.5386)
C (4.1741, -12.2319, -7.9383)
C (4.2335, -13.6830, -8.4210)
C (5.3021, -13.7451, -9.5172)
C (6.7718, -13.3085, -9.0867)
N (6.5892, -11.9868, -8.5206)
O (7.8227, -11.3561, -8.3254)
C (7.4224, -14.3669, -8.1672)
C (7.5666, -13.2602, -10.4212)
C (5.9215, -12.1214, -6.1036)
H (4.2785, -9.7653, -7.4813)
H (5.3768, -9.8146, -8.7190)
H (6.0278, -9.3713, -7.1847)
H (3.4921, -12.1687, -7.0904)
H (3.7612, -11.6201, -8.7404)
H (3.2839, -14.0869, -8.7721)
H (4.4442, -14.2831, -7.5358)
H (5.0992, -12.9336, -10.2160)
H (5.5242, -14.6969, -9.9997)
H (6.9172, -14.5910, -7.2278)
H (7.3826, -15.2578, -8.7941)
H (8.4144, -14.1638, -7.7638)
H (7.1360, -12.6530, -11.2175)
H (8.5594, -12.8618, -10.2119)
H (7.7683, -14.2308, -10.8743)
H (5.1272, -11.6575, -5.5189)
H (6.8051, -11.5526, -5.8143)
H (6.1652, -13.1653, -5.9059)
H (8.0810, -11.7156, -7.4736)
C (10.5504, -12.3712, -0.5557)
C (11.9224, -12.6803, 0.1732)
C (11.5448, -12.9179, 1.6416)
C (10.8138, -14.2206, 2.0211)
C (11.7326, -15.3441, 1.5342)
C (12.0472, -15.2774, -0.0522)
N (12.5294, -13.8932, -0.3885)
O (12.6962, -13.7421, -1.7254)
C (13.1547, -16.3948, -0.2428)
C (10.6072, -15.6830, -0.6256)
C (12.9794, -11.5848, 0.2568)
H (9.7416, -12.8861, -0.0371)
H (10.5334, -12.5367, -1.6329)
H (10.3262, -11.3056, -0.6041)
H (12.4789, -12.7769, 2.1855)
H (10.9878, -12.0311, 1.9439)
H (9.7856, -14.3822, 1.6974)
H (10.8273, -14.2819, 3.1093)
H (11.3563, -16.2836, 1.9389)
H (12.6898, -15.2204, 2.0406)
H (14.0274, -16.0880, 0.3339)
H (12.9327, -17.4378, -0.0171)
H (13.5230, -16.5424, -1.2580)
H (9.8854, -16.1976, 0.0086)
H (9.9251, -14.8540, -0.8140)
H (10.8929, -16.2810, -1.4909)
H (13.6654, -11.6951, 1.0967)
H (12.4977, -10.6080, 0.3009)
H (13.5547, -11.5177, -0.6665)
H (11.8593, -13.7894, -2.1934)
C (7.4822, -7.9151, -9.8716)
C (6.5760, -6.6958, -10.0899)
C (5.6844, -6.3601, -8.7949)
C (5.0164, -5.0048, -8.6883)
C (6.0932, -3.8914, -8.8442)
C (6.8744, -4.0939, -10.1806)
N (7.3328, -5.4732, -10.4438)
O (7.9058, -5.5802, -11.6246)
C (6.0051, -3.5639, -11.3201)
C (8.1433, -3.2923, -9.8446)
C (5.5546, -7.0495, -11.2159)
H (8.0408, -7.8545, -8.9376)
H (8.1492, -8.1366, -10.7047)
H (6.8691, -8.8099, -9.7640)
H (4.8999, -7.1168, -8.8031)
H (6.3483, -6.5415, -7.9496)
H (4.5832, -4.7824, -7.7130)
H (4.0583, -5.0361, -9.2072)
H (6.5920, -4.1251, -7.9036)
H (5.6305, -2.9046, -8.8320)
H (5.6745, -2.5365, -11.1678)
H (6.6359, -3.6174, -12.2074)
H (5.0917, -4.1328, -11.4938)
H (8.6992, -3.1460, -10.7707)
H (7.8224, -2.2892, -9.5639)
H (8.8159, -3.6612, -9.0703)
H (4.7570, -7.7016, -10.8600)
H (6.0061, -7.5798, -12.0543)
H (4.9906, -6.2136, -11.6298)
H (7.2897, -5.3561, -12.3259)

Summary:
Orbital gap: 1.985 eV
2S+1: 1
Energy relative to the best compared isomer or geometry (same formula, charge and spin): 0.0 kJ/mol
HOMO energy: -9.97 eV
Total charge: +1


(2)
The following is a quantum chemistry calculation of C49H81As4N5O2SSiV as an isolated structure, from the OMol25 dataset.

Element x y z (Å)
V (-0.8589, -1.2301, -0.6066)
C (1.9705, 3.3552, 1.9219)
As (1.4948, 2.4617, 0.2149)
C (2.9251, 1.1240, 0.3622)
C (2.1174, 4.0053, -0.9292)
C (3.0860, 3.9927, -2.1381)
C (3.3802, 5.4703, -2.4457)
C (2.4255, 3.3692, -3.3806)
As (1.6692, 1.5592, -3.0367)
C (0.4762, 1.4237, -4.5812)
C (3.0985, 0.4915, -3.8710)
C (4.3851, 3.2665, -1.7548)
As (6.0505, 3.7282, -2.7159)
C (7.2007, 2.6758, -1.5149)
C (6.0495, 2.4082, -4.1684)
H (3.0428, 3.5605, 1.9800)
H (1.6810, 2.7146, 2.7568)
H (1.4209, 4.2948, 2.0047)
H (2.6183, 0.5001, 1.2050)
H (2.9673, 0.4786, -0.5148)
H (3.8988, 1.5629, 0.5803)
H (2.5105, 4.7290, -0.2069)
H (1.1675, 4.4191, -1.2876)
H (2.4412, 6.0197, -2.5505)
H (3.9432, 5.5811, -3.3752)
H (3.9609, 5.9349, -1.6431)
H (3.1191, 3.3513, -4.2296)
H (1.5813, 4.0039, -3.6739)
H (1.0286, 1.5615, -5.5138)
H (-0.3197, 2.1622, -4.5057)
H (0.0418, 0.4233, -4.5443)
H (3.4977, 1.0256, -4.7357)
H (2.6598, -0.4488, -4.1996)
H (3.8940, 0.2591, -3.1641)
H (4.2494, 2.1843, -1.7998)
H (4.6286, 3.5071, -0.7138)
H (7.2711, 3.1736, -0.5480)
H (8.2014, 2.6020, -1.9416)
H (6.7955, 1.6730, -1.3714)
H (5.3812, 2.7237, -4.9685)
H (5.7396, 1.4262, -3.8146)
H (7.0632, 2.3495, -4.5679)
C (-4.6486, 1.5055, -6.2317)
Si (-4.0269, 0.0460, -5.1977)
C (-2.8317, -0.9046, -6.2883)
C (-5.5453, -0.9821, -4.7931)
C (-3.1729, 0.7504, -3.6926)
C (-3.0909, 2.1143, -3.4785)
C (-2.3775, 2.6391, -2.3992)
C (-1.7582, 1.7394, -1.5526)
N (-1.8481, 0.4184, -1.7016)
C (-2.5409, -0.1121, -2.7442)
S (-2.6125, -1.8103, -2.8109)
H (-5.1862, 1.1241, -7.1055)
H (-3.8268, 2.1295, -6.5938)
H (-5.3380, 2.1427, -5.6709)
H (-3.2672, -1.0873, -7.2763)
H (-2.5649, -1.8556, -5.8280)
H (-1.9103, -0.3307, -6.4204)
H (-5.9859, -1.3846, -5.7115)
H (-6.3018, -0.3694, -4.2948)
H (-5.2780, -1.8071, -4.1340)
H (-3.5743, 2.7964, -4.1726)
H (-2.2925, 3.7045, -2.2294)
H (-1.1590, 2.0754, -0.7162)
C (1.9077, -3.5625, -4.2745)
O (1.1079, -2.4927, -3.8440)
C (1.4137, -1.9027, -2.6137)
O (0.5258, -1.0768, -2.2732)
N (2.5244, -2.1603, -1.9887)
N (0.9197, -2.0635, 0.4015)
H (1.4552, -3.9372, -5.1926)
H (1.9333, -4.3707, -3.5366)
H (2.9372, -3.2502, -4.4953)
H (3.0693, -2.8728, -2.4577)
H (1.0596, -2.2099, 1.3975)
H (1.8079, -2.0224, -0.1102)
C (-4.2718, -0.1273, 0.9418)
C (-3.4186, -1.2790, 1.5081)
C (-3.8827, -1.5257, 2.9485)
C (-3.7411, -2.5466, 0.7041)
N (-1.9950, -0.9701, 1.3235)
H (-5.3308, -0.4043, 0.8853)
H (-4.1873, 0.7603, 1.5796)
H (-3.9217, 0.1243, -0.0604)
H (-4.9771, -1.5552, 2.9828)
H (-3.5608, -0.7223, 3.6026)
H (-3.5133, -2.4753, 3.3340)
H (-3.5403, -2.3912, -0.3556)
H (-4.7974, -2.8174, 0.8187)
H (-3.1277, -3.3841, 1.0449)
C (-4.0535, 3.8498, 6.2469)
C (-3.2872, 2.8702, 5.3978)
C (-2.8710, 1.6499, 5.9020)
C (-2.1867, 0.7094, 5.1273)
C (-1.8503, -0.5922, 5.8162)
C (-1.8984, 0.9929, 3.7775)
As (-0.8646, -0.1007, 2.4117)
N (0.0501, -3.0536, -0.1624)
C (0.2770, -4.3212, 0.1840)
C (1.3903, -4.7895, 0.9351)
C (1.5013, -6.1252, 1.2904)
C (0.5497, -7.0684, 0.9241)
C (-0.5354, -6.6286, 0.1527)
C (-0.6698, -5.3116, -0.2160)
C (0.1566, -1.3270, 3.6680)
C (0.0669, -2.7245, 3.7545)
C (-1.0475, -3.5213, 3.1308)
C (1.0234, -3.4462, 4.4731)
C (2.0751, -2.8330, 5.1278)
C (3.1111, -3.6314, 5.8746)
C (2.1578, -1.4490, 5.0486)
C (1.2339, -0.6999, 4.3305)
C (1.4379, 0.8023, 4.3598)
C (-2.3213, 2.2353, 3.2651)
C (-2.0772, 2.6133, 1.8286)
C (-3.0012, 3.1438, 4.0692)
H (-3.9121, 3.6440, 7.3091)
H (-5.1258, 3.7985, 6.0394)
H (-3.7331, 4.8755, 6.0534)
H (-3.0865, 1.4080, 6.9394)
H (-2.2877, -0.6032, 6.8170)
H (-0.7793, -0.7545, 5.9132)
H (-2.2429, -1.4469, 5.2640)
H (2.1613, -4.0948, 1.2424)
H (2.3626, -6.4335, 1.8770)
H (0.6482, -8.1077, 1.2131)
H (-1.2939, -7.3398, -0.1610)
H (-1.5193, -4.9795, -0.8023)
H (-1.8087, -3.7416, 3.8867)
H (-0.6712, -4.4728, 2.7523)
H (-1.5075, -2.9745, 2.3124)
H (0.9357, -4.5293, 4.4947)
H (2.8405, -4.6874, 5.9052)
H (3.2227, -3.2788, 6.9031)
H (4.0898, -3.5522, 5.3945)
H (2.9712, -0.9310, 5.5536)
H (1.3645, 1.1644, 5.3891)
H (0.7151, 1.3545, 3.7679)
H (2.4339, 1.0587, 3.9876)
H (-2.4821, 1.8571, 1.1506)
H (-1.0096, 2.6826, 1.6065)
H (-2.5452, 3.5723, 1.5986)
H (-3.3205, 4.0882, 3.6364)

Summary:
Orbital gap (spin up / spin down): 4.723 / 5.579 eV
2S+1: 4
HOMO energy (spin up / spin down): -0.71 / -1.56 eV
Total charge: -2


(3)
The following is a quantum chemistry calculation of a 11-piece molecular cluster, C49H85N7O24 overall at a distorted geometry, from the OMol25 dataset.

Element x y z (Å)
O (3.5114, -0.3234, 1.2041)
C (3.8086, 0.7471, 1.6957)
C (4.7523, 1.6790, 1.1171)
C (5.2509, 2.7412, 1.7637)
O (5.9263, 3.6742, 1.0780)
C (4.8186, 3.0843, 3.1766)
O (5.3791, 3.9289, 3.8397)
C (3.6955, 2.2903, 3.6819)
C (3.2586, 1.2127, 2.9931)
O (2.1896, 0.5682, 3.4913)
H (5.0550, 1.6911, 0.0760)
H (6.0455, 4.4852, 1.5925)
H (3.2888, 2.4952, 4.6606)
H (1.7844, -0.0156, 2.8241)
O (5.1264, 3.5312, -2.3258)
C (4.2292, 3.9502, -1.6335)
C (2.9995, 3.1577, -1.3769)
C (1.9953, 3.5785, -0.5863)
O (0.9192, 2.8362, -0.3198)
C (2.0780, 4.8836, 0.1640)
O (1.2022, 5.1982, 0.9347)
C (3.2411, 5.6945, -0.1928)
C (4.2302, 5.3075, -1.0100)
O (5.2966, 6.0831, -1.1706)
H (2.8562, 2.2628, -1.9720)
H (0.1879, 3.3637, 0.0788)
H (3.3379, 6.6433, 0.3217)
H (5.9862, 5.7350, -1.7499)
O (-4.8388, -2.4976, -3.0195)
C (-5.3889, -2.0170, -2.0485)
C (-6.8140, -2.1776, -1.7897)
C (-7.3698, -1.7542, -0.6279)
O (-8.7022, -1.8232, -0.5013)
C (-6.6392, -0.9808, 0.4298)
O (-7.1632, -0.7556, 1.4924)
C (-5.2638, -0.6578, 0.0153)
C (-4.6860, -1.0834, -1.1060)
O (-3.4717, -0.6902, -1.5629)
H (-7.4856, -2.6335, -2.5033)
H (-8.9450, -1.7001, 0.4306)
H (-4.7679, 0.0802, 0.6343)
H (-3.3979, -0.9782, -2.4989)
O (0.4167, -0.1727, 7.6484)
C (0.3041, 0.7057, 6.8146)
C (0.9350, 2.0136, 6.9055)
C (0.8104, 2.9053, 5.8972)
O (1.3823, 4.1036, 5.9857)
C (-0.0141, 2.6678, 4.6499)
O (-0.1211, 3.5031, 3.7726)
C (-0.5849, 1.3545, 4.5897)
C (-0.4840, 0.4694, 5.5823)
O (-1.1245, -0.7081, 5.4598)
H (1.4413, 2.2915, 7.8183)
H (1.0840, 4.7009, 5.2818)
H (-1.2749, 1.0874, 3.7960)
H (-1.0375, -1.2226, 6.2795)
C (0.0505, -0.3216, -0.6601)
N (-0.3006, -0.1969, 0.7701)
O (0.5558, -0.5702, 1.5386)
O (-1.3271, 0.3941, 1.0235)
H (0.3636, -1.3344, -0.9125)
H (0.8147, 0.3860, -0.9582)
H (-0.9099, -0.2018, -1.1587)
C (-1.6530, -2.0972, -3.8812)
O (-2.2420, -0.8553, -4.2175)
C (-3.1264, -1.0078, -5.3468)
C (-3.6666, 0.3818, -5.6847)
C (-4.6313, 0.9357, -4.6217)
N (-4.2744, 0.5381, -7.0078)
H (-0.8497, -2.2839, -4.6051)
H (-2.3637, -2.9258, -3.8941)
H (-1.1589, -2.0124, -2.9125)
H (-2.4921, -1.4434, -6.1236)
H (-3.9518, -1.6580, -5.0450)
H (-2.7633, 0.9935, -5.7819)
H (-5.0565, 1.8892, -4.9225)
H (-4.0832, 1.0660, -3.6853)
H (-5.4020, 0.2005, -4.3766)
H (-5.2360, 0.2172, -7.0056)
H (-3.7633, 0.0270, -7.7172)
C (-3.5868, -4.7283, -0.4614)
O (-3.3283, -4.5569, 0.9036)
C (-3.5166, -3.2304, 1.3812)
C (-2.5142, -2.9792, 2.5009)
C (-2.5060, -3.9345, 3.6891)
N (-2.6383, -1.6232, 3.0461)
H (-3.1358, -5.6528, -0.8371)
H (-3.1027, -4.0092, -1.1311)
H (-4.6598, -4.8711, -0.6242)
H (-3.2722, -2.5121, 0.5955)
H (-4.5654, -3.1979, 1.6915)
H (-1.5249, -3.1033, 2.0369)
H (-3.3729, -3.8339, 4.3451)
H (-1.6352, -3.8144, 4.3403)
H (-2.4221, -4.9707, 3.3546)
H (-2.4268, -0.9312, 2.3389)
H (-2.1333, -1.4763, 3.9085)
C (3.1509, -7.6489, 2.7751)
O (2.5065, -6.4063, 2.6377)
C (2.6672, -5.5433, 3.7551)
C (1.6222, -4.4013, 3.6865)
C (1.8607, -3.5776, 2.4228)
N (1.6434, -3.5219, 4.8396)
H (4.2271, -7.5725, 2.9544)
H (3.0242, -8.1601, 1.8204)
H (2.6175, -8.2179, 3.5432)
H (2.6097, -6.0996, 4.6954)
H (3.6633, -5.1067, 3.6258)
H (0.6768, -4.9384, 3.5275)
H (1.2620, -2.6736, 2.3455)
H (1.9909, -4.2773, 1.5962)
H (2.8715, -3.1457, 2.4338)
H (0.8035, -2.9471, 4.7869)
H (1.4489, -4.0179, 5.7086)
C (-4.3539, 1.9001, 4.0485)
O (-3.5152, 2.1530, 2.9454)
C (-3.5998, 3.4811, 2.4589)
C (-2.9870, 3.6001, 1.0676)
C (-3.8797, 2.9522, 0.0316)
N (-1.6117, 3.1096, 1.0032)
H (-3.9762, 0.9770, 4.4921)
H (-5.4004, 1.8626, 3.7421)
H (-4.2174, 2.6284, 4.8603)
H (-4.5399, 4.0444, 2.4766)
H (-2.9508, 4.0011, 3.1852)
H (-2.9683, 4.6907, 0.9563)
H (-4.9687, 3.0219, 0.0535)
H (-3.6829, 1.8774, 0.0597)
H (-3.6376, 3.2356, -0.9970)
H (-1.6223, 2.0817, 1.0542)
H (-1.2597, 3.3678, 1.9257)
C (-0.2669, 1.3327, -3.5624)
O (0.7011, 1.2543, -4.5863)
C (0.9292, 2.4592, -5.2429)
C (2.0049, 2.2951, -6.3181)
C (3.3426, 1.7176, -5.8152)
N (2.3591, 3.5729, -6.9335)
H (-0.4181, 0.3396, -3.1565)
H (-1.2349, 1.7275, -3.8807)
H (0.1552, 1.9733, -2.7807)
H (0.0526, 2.8407, -5.7871)
H (1.2250, 3.3181, -4.6248)
H (1.6235, 1.6080, -7.0841)
H (3.7677, 2.3085, -5.0019)
H (4.0248, 1.7000, -6.6639)
H (3.1993, 0.7210, -5.3936)
H (1.5547, 3.9523, -7.4300)
H (3.0267, 3.4130, -7.6788)
C (6.9997, 0.2424, -2.4728)
O (6.4532, -0.9871, -2.0413)
C (5.0399, -0.9418, -2.1188)
C (4.4051, -2.2921, -1.7593)
C (2.9822, -2.3331, -2.3077)
N (4.4157, -2.6589, -0.3359)
H (6.6804, 0.9403, -1.6839)
H (6.6630, 0.6727, -3.4198)
H (8.0839, 0.1393, -2.4551)
H (4.6855, -0.1861, -1.4029)
H (4.7766, -0.6842, -3.1506)
H (4.9963, -3.0319, -2.3051)
H (2.1733, -2.5830, -1.6077)
H (2.7631, -3.0377, -3.1105)
H (2.5653, -1.3535, -2.5789)
H (5.3874, -2.4951, -0.0617)
H (3.9678, -1.8814, 0.1596)

Summary:
SMILES: O=C1C=C(O)C(=O)C=C1O.O=C1C=C(O)C(=O)C=C1O.O=C1C=C(O)C(=O)C=C1O.O=C1C=C(O)C(=O)C=C1O.C[N+](=O)[O-].COC[C@H](C)N.COC[C@H](C)N.COC[C@H](C)N.COC[C@H](C)N.COC[C@H](C)N.COC[C@H](C)N
Orbital gap: 7.123 eV
2S+1: 1
HOMO energy: -8.83 eV


| no. | molar mass (g/mol) | electronic energy (eV) |
| --- | --- | --- |
| 1 | 2085.37 | -180608.4371 |
| 2 | 1183.01 | -351430.9046 |
| 3 | 1156.24 | -111752.5651 |